C41H55GaN2OPS3 | ωB97M-V/def2-TZVPD

```
104
Properties=species:S:1:pos:R:3:forces:R:3
Ga -1.528429 0.046215 -0.315058 -0.3 -0.3 0.8
S -0.314929 -0.640385 2.738342 -0.6 0.2 0.2
S -3.841929 0.111415 0.016242 0.9 0.1 -0.3
S -1.450429 -2.263985 -0.345158 -0.1 0.8 -0.1
P -0.633729 2.161115 -1.493158 -0.3 0.1 0.1
O -0.944529 0.247215 1.653542 -0.2 0.6 -0.7
N -7.308029 -3.447885 3.507442 -0.4 -0.1 0.2
N -4.029129 -5.934785 3.683642 0.0 -0.3 0.2
C -4.113729 -5.046385 2.964742 0.0 -0.4 0.2
C 1.810171 -0.106185 -1.165158 0.1 -0.3 0.1
C 0.117871 4.850915 -0.771758 -0.1 -0.2 -0.2
C 1.009371 2.071815 -2.304658 -0.2 -0.3 0.1
C 4.790171 0.338815 0.405342 -0.1 0.2 -0.1
C 3.495971 2.184515 -3.586658 0.0 0.0 0.0
C 3.366271 0.887615 0.599242 0.1 0.0 0.1
C -1.756929 -1.265285 3.677042 0.3 -0.2 0.0
C 1.357771 -1.294985 -1.765258 0.1 0.1 0.0
C 1.731071 -3.796985 1.078142 0.1 0.0 0.2
C 1.973971 1.088115 -2.039058 0.1 0.2 -0.1
C -0.169029 -2.110085 -3.626558 0.0 0.3 0.1
C -0.414929 3.540515 -0.200458 0.0 -0.3 0.0
C 1.320871 3.093615 -3.209658 -0.1 0.0 0.0
C 0.633271 2.978015 0.757942 0.0 -0.2 -0.2
C -5.056129 -1.772585 1.489342 0.1 -0.1 0.1
C -3.916629 -1.475885 0.750742 0.2 -0.2 0.0
C -1.729629 3.756615 0.543942 0.0 -0.2 -0.1
C 3.223771 1.283015 2.070542 -0.1 0.0 -0.3
C 1.347171 -2.465085 -1.017458 0.2 0.2 0.1
C 3.203171 1.177515 -2.691758 0.0 0.0 0.0
C -1.423729 -1.004185 5.130942 -0.1 0.1 0.1
C 1.730871 -2.493885 0.315042 0.1 0.0 -0.2
C -5.175929 -2.972585 2.176242 0.8 0.1 -0.4
C 3.167571 -4.321185 1.180742 -0.2 -0.1 -0.1
C 2.386271 -0.163485 0.116242 -0.1 0.1 0.0
C -1.993629 2.511515 -2.792858 0.2 -0.2 0.1
C 2.541971 3.151815 -3.851858 0.0 0.0 0.0
C -1.909229 3.800015 -3.609358 0.3 0.0 0.0
C -4.118229 -3.900285 2.136542 0.0 0.8 -0.5
C 2.256671 -1.331185 0.858342 0.0 0.0 -0.2
C -2.901029 -2.444285 0.629442 -0.2 0.1 0.0
C -1.917529 1.315615 -3.743658 0.2 -0.2 0.1
C -0.918829 0.432515 5.168342 -0.1 -0.1 0.1
C -6.347229 -3.243885 2.918942 -0.3 0.0 0.3
C 1.100971 -3.655385 2.463142 0.0 -0.2 -0.3
C -3.013429 -3.637685 1.335642 -0.2 0.0 0.0
C 0.147171 0.528715 4.088042 -0.1 -0.2 -0.1
C 1.117671 -1.378085 -3.257958 0.0 -0.2 -0.1
C 2.318971 -2.094685 -3.886958 -0.1 0.2 -0.1
C -3.344829 2.515215 -2.056958 0.0 0.0 0.3
H -3.792429 3.506015 -2.067658 0.0 0.1 0.1
H 2.223071 -2.115685 -4.969458 0.0 0.0 -0.1
H 1.118071 0.186015 4.448942 0.0 0.0 -0.1
H -2.127329 2.803515 0.904242 -0.1 0.1 0.1
H -2.471829 4.246915 -0.079958 -0.1 0.0 0.0
H 3.600271 -4.426485 0.188842 0.1 0.0 -0.1
H 1.171471 -4.591885 3.008342 0.0 -0.1 0.1
H 1.075071 -0.366785 -3.675258 -0.1 -0.1 0.1
H -1.563629 4.392315 1.412642 0.1 0.1 0.0
H -4.047029 1.831215 -2.532558 0.0 0.0 0.0
H 3.272771 1.780015 -0.027158 0.0 -0.1 0.1
H 3.830771 2.165015 2.267042 0.0 0.1 0.1
H 2.193571 1.504415 2.331842 -0.1 0.1 0.1
H 4.970471 0.037515 -0.622558 0.1 0.0 -0.1
H -0.954429 1.275515 -4.252758 0.0 -0.1 -0.1
H 3.591971 0.486915 2.713842 0.0 -0.1 0.1
H -0.302429 -2.107785 -4.705858 0.0 0.0 -0.1
H -1.917029 -2.314985 3.443742 0.0 0.0 -0.1
H 2.751671 3.954415 -4.542458 0.0 0.1 -0.1
H -2.067329 0.375515 -3.203158 0.0 0.0 -0.1
H 0.600971 3.866815 -3.414258 0.0 0.1 0.0
H 3.789271 -3.641685 1.759642 0.1 0.1 0.1
H -0.649029 -1.695485 5.469742 0.0 0.0 0.1
H -2.698629 1.392315 -4.499458 -0.1 0.0 0.0
H -2.846129 3.903515 -4.156358 -0.1 0.0 0.0
H 3.933071 0.412415 -2.482958 0.1 -0.1 0.0
H 2.385171 -3.118685 -3.529658 0.0 -0.1 0.1
H 0.689971 3.588315 1.658642 -0.1 0.1 0.0
H -1.118129 3.775915 -4.349558 0.1 0.0 -0.1
H -2.222629 -4.369885 1.250442 0.0 -0.1 0.1
H 4.954671 -0.531985 1.037042 0.0 -0.1 0.1
H 5.514371 1.106415 0.673842 0.1 0.0 0.0
H 4.459871 2.216415 -4.068158 0.1 0.0 -0.1
H -3.244429 2.215215 -1.015958 -0.2 0.1 -0.1
H -0.139229 -3.141785 -3.289958 -0.1 -0.2 0.0
H -2.298529 -1.146485 5.760942 -0.1 -0.1 0.0
H -1.791929 4.680815 -2.984658 0.0 0.1 0.0
H -2.610729 -0.678885 3.335142 0.0 0.1 -0.1
H 1.615071 2.979815 0.292042 0.1 0.0 0.0
H -1.032129 -1.629585 -3.166658 -0.1 -0.1 -0.1
H -1.740929 1.119415 4.958442 0.0 0.0 0.0
H 3.249171 -1.591685 -3.634658 0.1 0.0 0.0
H 0.320971 5.535715 0.051042 0.0 0.0 0.1
H 2.672371 -1.351285 1.853342 0.1 -0.1 0.2
H 1.059271 -3.387785 -1.492958 -0.1 -0.2 -0.1
H 1.609771 -2.887685 3.039942 0.1 0.1 0.2
H 0.246271 1.523515 3.662842 0.1 0.0 -0.2
H -0.590829 5.334315 -1.437258 0.0 0.1 -0.1
H 0.374571 1.958515 1.041942 0.1 0.0 0.2
H 1.145471 -4.523685 0.505942 0.0 0.1 0.0
H 3.180371 -5.296785 1.659942 0.0 -0.1 0.1
H 0.048871 -3.394185 2.374542 -0.1 0.0 0.0
H -5.847329 -1.039285 1.533742 -0.1 0.0 0.1
H -0.507129 0.692915 6.140742 0.0 0.1 0.0
H 1.055171 4.691615 -1.300558 0.0 0.1 0.0
```
Forces are in eV/Å.

relative energy (zero: lowest compared OMol25 entry of this formula, charge and spin): 0.000 eV
total charge: +1
spin multiplicity: 1
gap between HOMO and LUMO: 7.85 eV